Formula: C15H36N10O22S
Source: the OMol25 dataset
Level of theory: ωB97M-V/def2-TZVPD

The geometry in XYZ format:
```
84
Properties=species:S:1:pos:R:3:forces:R:3:lowdin_charge:R:1
C -1.071661 5.220017 -1.501474 -0.956 0.006 0.136 0.047
N -1.777131 5.277877 -2.797974 -1.521 -0.252 -2.107 -0.419
O -2.221811 4.178637 -3.199714 0.728 1.640 0.505 0.006
O -1.891791 6.324547 -3.433994 0.401 -1.351 1.197 0.077
H -1.191411 6.148657 -0.943454 0.557 0.194 -0.562 0.104
H -0.069741 4.918347 -1.806834 0.057 0.020 0.777 0.106
H -1.669471 4.484337 -0.963424 0.786 -0.376 0.040 0.082
C -2.659381 3.952227 2.652006 -0.049 0.376 0.024 0.049
N -4.071221 3.403127 2.680176 -0.036 0.445 -0.198 -0.415
O -4.677921 3.443147 1.603186 0.562 -0.415 1.126 0.023
O -4.534731 3.036647 3.747666 0.381 0.135 -1.079 0.076
H -2.222451 3.968907 3.650466 -0.274 -0.293 -0.151 0.095
H -2.738571 4.976357 2.287326 -0.176 -0.062 0.052 0.102
H -2.042061 3.416307 1.931026 -0.273 -0.267 0.167 0.065
C -1.083011 1.134837 -4.505054 -0.115 0.616 -1.259 0.047
N -0.520131 -0.227683 -4.330774 -1.431 -0.564 1.862 -0.430
O 0.644889 -0.434763 -4.149244 1.471 0.750 -0.347 0.062
O -1.333441 -1.132113 -4.236674 -0.706 -0.197 -0.461 0.020
H -2.003311 1.336417 -3.956874 0.463 -0.581 0.652 0.096
H -1.449851 1.116507 -5.531304 0.352 0.243 -0.245 0.109
H -0.328191 1.906487 -4.353694 -0.067 -0.351 0.025 0.103
C 2.067289 -3.941753 -3.361664 1.441 -0.327 -0.423 0.053
N 2.135209 -3.443633 -1.959254 -0.675 0.054 0.866 -0.400
O 2.217329 -2.222253 -1.817954 0.055 -1.403 0.241 0.042
O 2.040029 -4.269873 -1.038744 0.148 1.364 -1.286 0.050
H 2.603449 -3.217203 -3.974574 -0.765 0.279 -0.032 0.104
H 1.048349 -4.176903 -3.669174 0.116 0.378 0.200 0.099
H 2.693009 -4.830583 -3.442604 -0.345 -0.247 0.419 0.103
C 3.441149 1.120587 -2.732324 -0.743 0.303 -0.289 0.046
N 3.323889 2.505657 -2.102254 0.589 -1.560 2.009 -0.394
O 4.420729 2.918107 -1.758944 -1.192 0.932 -0.422 0.078
O 2.209539 2.937697 -1.757944 1.844 -0.393 -1.042 0.034
H 4.003419 1.235367 -3.659034 -0.654 0.098 -0.241 0.104
H 2.422799 0.733897 -2.771554 0.254 0.008 -0.732 0.051
H 4.065159 0.436047 -2.157774 -0.073 0.606 0.653 0.092
C -1.283931 -2.059543 4.313696 -0.312 -1.369 0.049 0.060
N -0.879141 -1.326963 3.078026 -1.761 1.991 2.436 -0.413
O -1.140941 -0.121693 3.107396 0.926 -1.297 -0.882 0.069
O -0.420961 -1.970303 2.178236 0.610 -0.188 -1.197 0.042
H -2.030281 -1.547633 4.921166 0.438 0.431 -0.345 0.107
H -0.415201 -2.373823 4.892156 0.143 0.422 -0.147 0.110
H -1.728961 -2.983773 3.945126 -0.019 -0.016 0.044 0.089
C 0.639629 0.302247 -0.207214 0.462 -0.705 0.907 0.046
N -0.144371 1.541467 -0.301984 -0.023 -0.599 -2.070 -0.422
O -0.359141 2.174497 0.689706 -0.097 0.591 0.850 0.076
O -0.583301 1.784697 -1.413614 -0.218 0.270 0.163 0.047
H -0.060901 -0.521013 -0.347204 -0.099 0.136 0.367 0.079
H 1.054209 0.336237 0.800296 0.040 -0.469 -0.187 0.092
H 1.397609 0.141787 -0.973914 -0.158 0.769 -0.007 0.071
C 1.283069 2.335197 3.803236 -0.875 0.891 -0.368 0.053
N 1.684879 3.771077 3.426106 0.514 -0.112 0.357 -0.398
O 2.834899 4.077047 3.757596 -1.965 0.035 -0.849 0.064
O 0.833799 4.499227 2.888666 1.584 -1.196 0.928 0.032
H 2.134969 1.656097 3.768936 -0.028 0.388 0.012 0.091
H 0.454369 2.058537 3.151456 0.327 -0.065 -0.217 0.049
H 0.840219 2.410957 4.796336 0.396 0.020 0.129 0.100
C -4.432851 0.649147 -0.439224 -1.951 0.199 0.089 0.063
N -3.297861 -0.286573 -0.541224 -0.174 2.146 0.341 -0.422
O -2.807431 -0.658193 0.496966 0.453 -1.103 0.783 0.052
O -2.803651 -0.460583 -1.626104 0.107 -0.782 -0.712 0.068
H -4.120641 1.684707 -0.304154 0.594 -0.146 -0.492 0.102
H -5.064681 0.488207 0.434266 0.517 -0.609 0.213 0.106
H -5.094161 0.507107 -1.293974 0.484 0.254 -0.216 0.109
C 4.423109 -2.606073 1.271836 -1.423 0.269 -1.778 -0.211
C 3.036829 -2.068223 1.551986 -1.229 0.991 -1.077 -0.239
O 2.743749 -2.341403 2.883786 1.168 -0.931 2.625 -0.209
S 4.133769 -2.193223 3.771146 0.313 1.430 1.588 0.775
O 4.303169 -3.253413 4.771916 -0.569 1.939 -2.894 -0.237
O 4.214759 -0.798843 4.252986 -0.073 -3.116 -1.437 -0.261
O 5.126749 -2.368053 2.428646 0.230 -0.025 3.070 -0.167
H 4.849489 -2.000253 0.472286 0.237 -0.168 -0.010 0.139
H 4.368899 -3.647163 0.953566 0.326 -0.196 0.361 0.134
H 2.186909 -2.454323 0.989246 0.476 -0.426 -0.267 0.106
H 2.973769 -0.986143 1.436956 0.434 0.255 -0.182 0.119
N -1.583311 -3.218803 -0.699924 -0.730 -1.542 -1.090 0.127
C -1.805321 -4.150163 0.269356 0.658 1.845 0.733 0.010
C -2.021261 -5.407393 -0.268604 -0.117 -0.326 -2.267 0.027
C -2.005821 -5.226683 -1.675894 0.100 -1.611 2.357 0.028
C -1.757821 -3.864373 -1.920034 -0.081 0.884 0.833 0.051
H -1.662361 -2.219733 -0.574524 0.137 0.427 0.157 0.099
H -1.750901 -3.858973 1.307936 -0.033 0.059 -0.019 0.130
H -2.157221 -6.287043 0.343066 -0.026 -0.096 -0.360 0.131
H -2.103151 -6.066213 -2.348304 -0.056 0.436 -0.384 0.127
H -1.782211 -3.325673 -2.855774 0.193 0.211 -0.015 0.132
```
Positions in Å, forces in eV/Å.

F_max: 3.6 eV/A
expectation value of S²: 0.76
HOMO-LUMO gap (spin up / spin down): 9.3 / 5.3 eV
total charge: +1
2S+1: 2
LUMO energy (spin up / spin down): -3.4 / -7.4 eV


Formula: C28H40BN8ORuS5
Source: the OMol25 dataset
Level of theory: ωB97M-V/def2-TZVPD

The geometry in XYZ format:
```
84
Properties=species:S:1:pos:R:3:forces:R:3:lowdin_charge:R:1
Ru 0.380743 -1.029725 -0.361539 0.099 -0.199 0.246 0.849
C -1.401740 3.158629 -4.862759 -0.017 -0.009 0.205 -0.052
C -2.168534 3.626230 -3.618514 -0.077 -0.042 -0.178 -0.561
C -2.579373 5.081137 -3.839868 0.009 0.018 0.041 -0.073
C -3.433194 2.789830 -3.396991 0.136 0.017 0.038 -0.043
N -1.300737 3.550701 -2.423403 0.125 -0.163 0.184 -0.002
C -0.986949 4.640780 -1.622155 0.105 0.209 0.059 -0.065
C -0.238834 4.188231 -0.600643 -0.016 -0.046 0.079 -0.069
N -0.077336 2.834684 -0.746634 -0.253 0.096 -0.223 0.044
B 0.642208 1.915338 0.277802 0.509 -0.151 -0.161 -0.764
N 2.115262 1.817934 -0.016212 -0.021 0.152 -0.120 -0.013
C 3.021744 2.861773 -0.019952 -0.031 0.045 -0.155 -0.130
C 4.271914 2.391887 -0.086731 0.059 0.136 -0.032 -0.121
N 4.249621 0.991399 -0.102946 -0.078 -0.044 0.016 -0.022
C 2.829077 0.540550 -0.098735 -0.018 -0.461 0.636 -0.703
S 2.326817 -0.520517 1.358016 -0.179 -0.203 -0.538 0.510
C 5.519858 0.258914 -0.096977 0.054 0.052 -0.131 -0.560
C 6.518824 1.005602 0.811654 -0.037 -0.018 -0.044 -0.065
C 6.097908 0.209444 -1.527199 -0.021 -0.041 0.108 -0.050
C 5.438700 -1.171464 0.437160 -0.220 0.155 0.035 -0.076
N 0.364182 2.460147 1.703772 -0.363 -0.063 0.343 0.042
C 1.308310 2.799241 2.647780 0.140 -0.181 -0.011 -0.070
C 0.724513 2.786318 3.855731 0.100 0.195 0.112 -0.074
N -0.620857 2.459859 3.686570 0.113 -0.123 -0.338 -0.005
C -0.834016 2.261720 2.330213 0.181 0.350 0.133 -0.717
S -2.261036 1.937688 1.512532 -0.330 -0.147 0.137 0.632
C -1.473325 1.963364 4.794769 -0.122 -0.050 0.075 -0.560
C -2.835471 2.662554 4.815369 0.125 0.030 -0.161 -0.062
C -0.775335 2.265557 6.120355 0.078 -0.051 0.006 -0.074
C -1.633630 0.447637 4.642235 -0.031 0.034 -0.121 -0.039
C -0.728287 2.426338 -1.856077 0.068 0.321 0.010 -0.670
S -0.801435 0.833119 -2.422296 -0.245 -0.351 -0.142 0.652
H -2.035863 3.263109 -5.746177 -0.010 0.005 0.023 0.078
H -1.111803 2.118331 -4.749793 0.066 -0.078 -0.028 0.032
H -0.502895 3.764921 -4.998596 -0.010 -0.014 -0.003 0.086
H -3.196397 5.129769 -4.736797 -0.024 -0.018 -0.008 0.082
H -1.708096 5.721833 -3.991078 -0.039 0.014 -0.030 0.080
H -3.164007 5.462155 -3.000647 -0.004 0.018 -0.041 0.082
H -4.063692 2.828815 -4.288037 0.007 0.025 -0.013 0.081
H -3.996536 3.178857 -2.546358 0.019 -0.017 0.001 0.090
H -3.166376 1.755550 -3.194330 -0.033 -0.048 0.018 0.036
H -1.298894 5.644277 -1.840828 -0.027 -0.084 0.029 0.096
H 0.166791 4.704243 0.252547 -0.031 0.039 -0.033 0.121
H 0.091450 0.823981 0.213569 -0.047 0.392 0.082 0.008
H 2.690479 3.888836 0.004947 0.052 0.010 0.002 0.105
H 5.198317 2.938830 -0.123091 -0.111 0.076 -0.022 0.089
H 6.939679 1.888419 0.324419 0.001 -0.009 0.065 0.065
H 7.342503 0.336408 1.067556 0.048 0.026 -0.036 0.072
H 6.017188 1.311435 1.730511 0.035 -0.001 0.015 0.089
H 5.966162 1.174333 -2.022023 0.045 0.004 0.020 0.075
H 5.579707 -0.552930 -2.110716 -0.025 0.016 -0.047 0.069
H 7.164629 -0.035873 -1.502588 -0.006 -0.039 -0.035 0.072
H 5.170198 -1.171248 1.490985 -0.023 -0.044 0.060 0.056
H 6.418140 -1.644406 0.308307 -0.022 0.053 -0.013 0.078
H 4.690468 -1.750815 -0.088624 -0.166 -0.104 -0.086 0.056
H 2.335148 2.982854 2.383672 -0.008 -0.062 0.002 0.104
H 1.155304 3.004024 4.814749 -0.014 -0.029 -0.064 0.094
H -2.709654 3.740938 4.947007 0.000 -0.019 0.020 0.081
H -3.435199 2.269239 5.639920 0.054 0.004 0.009 0.078
H -3.355774 2.485090 3.880845 -0.081 0.007 -0.108 0.022
H -0.559554 3.331916 6.223868 -0.019 -0.019 0.024 0.081
H 0.153050 1.700302 6.218899 -0.025 0.025 0.040 0.080
H -1.437427 1.970818 6.934379 -0.029 -0.019 -0.006 0.080
H -2.172440 0.207002 3.725861 0.019 -0.002 -0.010 0.044
H -2.186948 0.033471 5.487984 0.011 0.029 0.032 0.084
H -0.652946 -0.030606 4.585543 -0.021 0.011 0.037 0.094
S -1.161065 -2.143867 1.553734 0.057 0.281 -0.100 0.471
C -1.908015 -2.869988 0.198999 -0.070 -0.199 0.245 -1.215
S -1.018729 -2.858520 -1.293538 0.102 0.154 -0.177 0.440
C -3.161623 -3.483375 0.259936 0.274 0.112 -0.145 -0.423
C -3.880645 -3.643397 1.468637 -0.112 -0.044 0.335 -0.292
N -4.496717 -3.837682 2.427041 0.022 0.056 -0.054 0.104
C -3.797380 -4.007666 -0.893164 -0.138 -0.136 -0.253 -0.305
N -4.364738 -4.440517 -1.802692 0.049 -0.004 0.053 0.102
C 2.392221 -2.256487 -2.560419 0.133 -0.010 -0.110 -0.131
O 2.704840 -1.540714 -1.377393 -0.236 0.112 -0.054 -0.266
C 2.312240 -0.166798 -1.353930 0.823 -0.027 0.232 -0.454
C 2.604273 0.560466 -2.642411 -0.379 -0.047 -0.007 -0.078
H 3.094563 -2.014222 -3.366994 -0.041 0.021 0.024 0.082
H 1.371966 -2.058409 -2.901243 0.032 0.016 -0.022 0.055
H 2.479220 -3.314248 -2.313868 -0.032 0.023 0.002 0.089
H 3.641654 0.416544 -2.967403 0.082 -0.006 0.094 0.066
H 2.432970 1.624072 -2.479961 -0.008 -0.003 -0.044 0.078
H 1.942411 0.234317 -3.446501 0.015 0.084 -0.022 0.047
```
Positions in Å, forces in eV/Å.

F_max: 0.9 eV/A
expectation value of S²: 8.77
HOMO-LUMO gap (spin up / spin down): 4.8 / 5.3 eV
total charge: -2
2S+1: 6
LUMO energy (spin up / spin down): 4.0 / 4.0 eV
relative energy (zero: lowest compared OMol25 entry of this formula, charge and spin): 0.0 kcal/mol


Among the records above, which one has the lowest total charge? C28H40BN8ORuS5